Entry 1:
Molecular formula: C18H21BrN2O3Re
Method: DFT, ωB97M-V/def2-TZVPD

Geometry as XYZ:
```
46
Properties=species:S:1:pos:R:3:forces:R:3:nbo_charge:R:1
C -1.22185 -1.74873 -4.03857 -1.03 -0.18 0.15 -0.285
C -1.42039 -2.81677 -3.09546 -1.14 0.10 -0.20 -0.242
C -2.10442 -2.27417 -1.94580 -1.06 0.04 -0.65 -0.250
H -1.17035 -3.86123 -3.25354 0.21 0.34 0.20 0.278
C -2.34128 -0.87909 -2.18585 -0.91 -0.64 -0.88 -0.249
C -1.79503 -0.54519 -3.47017 -1.23 -0.32 -0.30 -0.282
H -1.87368 0.42485 -3.94543 0.07 -0.23 0.09 0.260
H -0.79268 -1.85821 -5.02490 0.17 0.13 0.18 0.264
H -2.44892 -2.81947 -1.08138 0.24 0.09 0.07 0.298
H -2.89361 -0.22280 -1.52779 0.38 -0.08 0.14 0.311
Re -0.19594 -1.27096 -2.22420 1.54 0.78 2.31 1.001
Br 0.74783 -3.09930 -0.83188 0.44 -0.44 0.25 -0.248
C 2.04735 0.37866 -1.61632 0.69 -0.94 -0.39 -0.185
C 1.06030 1.05620 -2.37577 -0.11 -0.77 -0.89 -0.239
C 0.78392 0.26515 -3.54699 1.45 0.28 0.32 -0.312
H 0.64210 2.03586 -2.15991 0.01 -0.32 -0.01 0.246
C 1.57953 -0.96293 -3.45343 0.29 0.90 0.18 -0.399
C 2.34893 -0.86328 -2.22817 0.53 1.56 -0.48 -0.194
H 3.09054 -1.57479 -1.88832 -0.34 0.06 0.04 0.261
H 2.54947 0.78139 -0.75102 -0.30 -0.24 0.09 0.267
H 0.27139 0.61667 -4.43697 0.04 -0.20 0.32 0.242
H 1.72629 -1.68942 -4.24476 0.05 0.18 0.12 0.257
C -1.35414 2.54154 1.73975 -0.12 0.14 -0.11 -0.618
C -0.07223 2.20159 2.48141 0.23 -0.21 0.20 -0.383
C 0.24231 0.69520 2.69484 -0.08 -0.80 -0.13 -0.235
C 1.51153 0.52250 3.58797 -0.39 -0.31 0.05 -0.367
C 2.73717 1.29581 3.15499 0.20 0.05 -0.29 -0.621
C -0.88627 -0.06046 3.41340 0.09 0.21 0.70 0.705
O -1.03485 -0.09673 4.62929 0.02 0.16 -1.13 -0.599
N -1.71850 -0.75651 2.57089 -0.58 -0.03 0.13 -0.674
C -1.79552 -0.64670 1.16080 0.35 0.49 -0.07 0.799
O -2.89158 -0.87013 0.64982 0.60 -0.13 -0.09 -0.685
N -0.62795 -0.34170 0.51349 -0.97 -0.20 -0.23 -0.718
C 0.42502 -0.04317 1.31079 2.66 -0.03 0.42 0.696
O 1.60462 -0.30463 0.99790 -1.85 0.33 -0.03 -0.650
H -1.31402 2.16639 0.71008 -0.17 0.05 0.22 0.212
H -1.45970 3.63071 1.70209 -0.04 -0.12 -0.05 0.212
H -2.24985 2.15073 2.23916 0.18 -0.03 -0.14 0.210
H 0.78008 2.62911 1.93108 -0.22 -0.12 0.16 0.210
H -0.07445 2.67680 3.47450 0.00 -0.15 -0.20 0.217
H 1.25088 0.80563 4.61910 -0.16 -0.10 -0.36 0.223
H 1.75770 -0.55038 3.60948 -0.11 0.28 0.01 0.216
H 2.55300 2.37360 3.16818 0.16 -0.07 0.02 0.191
H 3.56492 1.07750 3.83571 -0.06 0.10 -0.05 0.209
H 3.02060 0.97852 2.14749 0.09 0.25 0.23 0.231
H -2.55828 -1.14763 2.98444 0.17 0.14 0.03 0.421
```
Forces are in eV/Å.

Properties
multiplicity	4
frontier orbital gap (alpha / beta)	0.2558 / 0.2378	hartree
lowest unoccupied orbital energy (alpha / beta)	-0.185 / -2.146	eV

=====

Entry 2:
Molecular formula: C4H7NS
Method: DFT, ωB97M-V/def2-TZVPD

Geometry as XYZ:
```
13
Properties=species:S:1:pos:R:3:forces:R:3:nbo_charge:R:1
C -1.04329 -1.12239 -1.69252 -0.78 -0.40 -0.07 0.114
C -0.68343 -1.09515 -0.18582 -2.36 -0.05 -0.61 -0.492
C 0.29369 -0.04835 -0.70245 -2.43 0.59 0.09 -0.186
C 0.90592 1.35840 1.49493 -1.72 0.39 0.83 -0.737
N -0.15201 -0.28728 -2.07778 -0.09 0.33 -0.63 -0.390
S -0.06202 1.61937 -0.08342 -0.02 0.07 0.65 0.173
H -1.86173 -1.58745 -2.37298 1.59 0.59 1.30 0.199
H -1.50433 -0.68908 0.44191 0.55 -0.18 -0.26 0.228
H -0.36166 -2.02413 0.24007 0.54 -0.47 0.15 0.223
H 1.27337 -0.14916 -0.45125 3.00 -0.82 -0.04 0.196
H 1.25474 0.30476 1.41479 0.36 1.13 0.53 0.219
H 0.34460 1.53150 2.50049 0.41 -0.65 -1.99 0.225
H 1.59614 2.18896 1.47404 0.94 -0.52 0.05 0.228
```
Forces are in eV/Å.

Properties
frontier orbital gap	0.3518	hartree
lowest unoccupied orbital energy	0.924	eV

=====

| no. | E_tot (eV) |
| --- | --- |
| 1 | -100300.2980 |
| 2 | -16584.4000 |